C3H4O2S | ωB97M-V/def2-TZVPD

Structure (XYZ):
```
10
Properties=species:S:1:pos:R:3:mulliken_charge:R:1
C 0.591 -0.773 0.413 0.171
C -0.823 -1.236 0.127 -0.467
C 0.325 0.668 0.182 0.444
H 2.463 -0.170 -0.323 0.361
H 0.831 -0.986 1.522 0.186
H -1.030 -1.979 -0.885 0.251
H -1.404 -1.795 0.926 0.292
O 1.688 -0.833 -0.463 -0.570
O 0.980 1.624 0.121 -0.506
S -1.422 0.416 -0.177 -0.163
```

Its energy above the lowest of the compared OMol25 structures with the same formula, charge and spin is 207.93 kJ/mol. The spin multiplicity is 1. The charge is 0.

---

C5H5FO | ωB97M-V/def2-TZVPD

Structure (XYZ):
```
12
Properties=species:S:1:pos:R:3:mulliken_charge:R:1
C 1.614 1.679 -0.084 0.294
C 1.267 0.521 0.029 -0.581
C 0.962 -0.883 0.110 0.238
F 1.970 -1.900 0.075 -0.273
C -0.155 -1.502 -0.127 -0.183
O -1.498 -1.030 -0.037 -0.324
C -1.489 0.461 0.153 -0.893
H 2.114 2.730 -0.106 0.362
H -0.120 -2.609 -0.207 0.352
H -1.120 0.910 1.014 0.397
H -0.971 0.918 -0.694 0.355
H -2.574 0.705 -0.127 0.255
```

Its energy above the lowest of the compared OMol25 structures with the same formula, charge and spin is 355.13 kJ/mol. As for the SMILES: C#C/C(F)=C\OC. The spin multiplicity is 1. The charge is 0.

---

CH3BrClN | ωB97M-V/def2-TZVPD

Structure (XYZ):
```
7
Properties=species:S:1:pos:R:3:mulliken_charge:R:1
H -0.180 1.475 -0.908 0.294
N 0.612 0.865 -1.077 -0.395
C 1.093 0.232 -0.139 -0.072
Cl 0.581 0.283 1.545 -0.166
H 1.930 -0.432 -0.284 0.343
Br -2.066 -1.425 -0.235 -0.208
H -1.970 -0.998 1.098 0.203
```

Its energy above the lowest of the compared OMol25 structures with the same formula, charge and spin is 49.03 kJ/mol. As for the SMILES: [H]/N=C\Cl.Br. The spin multiplicity is 1. The charge is 0.

---

C19H10BCo2F3O7 | ωB97M-V/def2-TZVPD

Structure (XYZ):
```
42
Properties=species:S:1:pos:R:3:mulliken_charge:R:1
C 1.677 -1.290 3.352 -0.588
C 1.477 -2.647 3.494 -0.494
C 2.772 -3.242 3.599 -0.277
C 3.682 -2.200 3.525 0.100
B 5.279 -2.096 3.584 0.479
F 5.662 -3.448 3.608 -0.422
F 5.670 -1.425 2.416 -0.404
F 5.543 -1.419 4.787 -0.393
O 3.001 -1.019 3.376 -0.340
H 0.952 -0.497 3.252 0.586
H 0.533 -3.170 3.518 0.395
H 2.990 -4.295 3.715 0.477
O 1.396 4.603 1.035 -0.266
C 0.850 3.873 0.325 0.353
Co 0.192 2.613 -0.745 0.087
C 1.573 2.286 -1.819 0.143
O 2.417 1.979 -2.546 -0.248
C 0.220 1.134 0.231 0.226
O 0.272 0.142 0.828 -0.197
C -1.224 3.328 -1.616 -0.084
C -1.012 1.963 -1.927 -0.306
C -1.024 0.959 -2.841 -0.427
C -1.363 -0.442 -2.640 0.787
C -0.643 -1.393 -3.409 -0.372
C -0.885 -2.752 -3.286 -0.713
C -1.877 -3.203 -2.400 -0.296
C -2.597 -2.282 -1.631 -0.791
C -2.334 -0.919 -1.736 0.328
Co -2.645 2.816 -0.466 0.433
C -2.426 4.167 0.574 0.223
O -2.286 5.074 1.282 -0.329
C -3.024 1.576 0.745 0.253
O -3.341 0.821 1.569 -0.297
C -4.092 3.177 -1.382 0.089
O -5.066 3.444 -1.946 -0.312
H -1.269 4.159 -2.323 0.453
H -0.577 1.214 -3.808 0.489
H 0.143 -1.022 -4.071 0.373
H -0.295 -3.470 -3.861 0.386
H -2.070 -4.272 -2.299 0.392
H -3.364 -2.633 -0.934 0.414
H -2.885 -0.193 -1.129 0.089
```

Its energy above the lowest of the compared OMol25 structures with the same formula, charge and spin is 193.80 kJ/mol. The spin multiplicity is 1. The charge is 0.

---

Electronic energy, record by record: -665.30644; -368.46325; -3128.84457; -4346.57869 Eh
HOMO-LUMO gap, record by record: 10.1; 9.9; 11.5; 2.0 eV
Largest force on an atom, record by record: 5.4; 5.7; 1.1; 5.9 eV/Å